1.
92
Properties=species:S:1:pos:R:3 method="wB97M-V/def2-TZVPD" lumo_ha=-0.07131 multiplicity=1 charge=0 orbital_gap_ev=4.26 homo_ev=-6.196
Cs 16.54 -8.64 -9.36
C 21.32 -5.32 -8.58
C 19.90 -5.68 -8.90
N 19.51 -6.68 -9.63
O 20.71 -7.38 -9.98
B 20.48 -8.57 -10.68
F 21.45 -9.11 -11.38
F 19.32 -9.17 -10.78
O 20.19 -9.74 -6.56
N 19.42 -9.38 -5.72
C 20.05 -8.40 -4.84
C 21.52 -8.58 -4.61
C 19.16 -7.68 -4.10
N 17.74 -7.89 -4.33
O 17.06 -7.34 -3.55
B 15.63 -4.52 -7.11
F 14.60 -3.68 -7.01
F 15.55 -5.76 -6.59
O 16.71 -4.17 -7.88
N 17.75 -5.14 -7.99
C 18.79 -4.73 -8.66
C 18.98 -3.39 -9.31
C 19.59 -6.75 -3.02
H 21.91 -5.53 -9.51
H 21.80 -5.94 -7.79
H 21.35 -4.27 -8.31
H 21.70 -8.80 -3.52
H 22.13 -7.65 -4.76
H 22.04 -9.37 -5.20
H 19.93 -3.23 -9.88
H 19.05 -2.64 -8.48
H 18.07 -3.12 -9.83
H 19.73 -5.70 -3.35
H 20.65 -6.95 -2.69
H 18.85 -6.82 -2.23
C 12.60 -10.09 -9.88
N 13.57 -9.03 -10.16
C 13.03 -7.84 -10.25
C 13.78 -6.64 -10.49
C 13.17 -5.38 -10.60
C 14.16 -4.51 -10.90
C 15.34 -5.27 -11.07
N 15.15 -6.56 -10.80
C 12.91 -11.29 -10.66
C 12.55 -12.58 -10.23
C 12.94 -13.76 -10.83
C 13.69 -13.66 -12.02
C 13.86 -12.41 -12.60
C 13.53 -11.21 -11.90
H 11.56 -9.72 -10.06
H 12.61 -10.39 -8.84
H 11.94 -7.71 -10.27
H 12.13 -5.21 -10.58
H 14.02 -3.40 -11.02
H 16.28 -4.85 -11.30
H 12.00 -12.72 -9.30
H 12.76 -14.75 -10.40
H 13.90 -14.48 -12.71
H 14.21 -12.38 -13.60
H 13.75 -10.24 -12.32
C 18.03 -14.44 -5.43
C 17.64 -13.55 -4.18
C 17.73 -12.04 -4.51
C 16.70 -11.55 -5.46
N 17.22 -11.78 -6.84
C 16.57 -12.41 -7.86
S 14.92 -12.77 -7.80
N 17.34 -12.65 -8.98
C 16.87 -13.13 -10.26
C 17.55 -14.44 -10.78
C 17.13 -15.68 -10.09
C 18.12 -16.26 -9.05
H 18.06 -15.50 -5.04
H 19.07 -14.16 -5.77
H 17.46 -14.29 -6.33
H 18.41 -13.75 -3.42
H 16.66 -13.79 -3.75
H 18.74 -11.76 -4.83
H 17.52 -11.55 -3.56
H 16.48 -10.52 -5.33
H 15.83 -12.17 -5.34
H 18.25 -11.82 -6.93
H 18.37 -12.70 -8.90
H 17.13 -12.45 -10.96
H 15.78 -13.22 -10.15
H 18.61 -14.30 -10.71
H 17.36 -14.56 -11.81
H 17.08 -16.46 -10.84
H 16.17 -15.70 -9.63
H 19.17 -16.22 -9.38
H 18.03 -17.34 -8.76
H 18.19 -15.67 -8.14


2.
94
Properties=species:S:1:pos:R:3 method="wB97M-V/def2-TZVPD" lumo_ha="-0.27214 / -0.32284" multiplicity=3 charge=+2 orbital_gap_ev="5.59 / 4.53" homo_ev="-12.993 / -13.317"
W 0.64 -0.02 0.45
O 2.50 5.56 -2.21
C 3.21 4.73 -2.97
O 4.06 5.11 -3.72
C 2.92 3.26 -2.88
C 3.62 2.37 -3.66
N 3.12 1.14 -3.40
N 2.15 1.16 -2.49
C 2.02 2.44 -2.16
C 1.07 2.81 -1.10
O 0.87 3.98 -0.81
O 0.40 1.87 -0.45
H 1.86 5.06 -1.66
H 4.41 2.55 -4.37
H 3.43 0.26 -3.78
C -0.52 0.44 -3.91
Sb -1.20 0.07 -1.94
C -2.42 -1.56 -2.51
C -2.59 1.71 -2.19
C -3.94 1.61 -1.58
C -4.97 0.96 -2.27
C -6.25 0.90 -1.76
C -6.54 1.51 -0.55
C -5.53 2.17 0.14
C -4.23 2.23 -0.36
C -3.16 2.96 0.39
Sb -1.78 1.63 1.27
C -0.94 3.08 2.54
C -3.08 0.73 2.65
H -1.44 0.33 -4.49
H 0.21 -0.30 -4.23
H -0.12 1.44 -4.01
H -2.15 -1.75 -3.55
H -3.46 -1.28 -2.45
H -2.24 -2.44 -1.90
H -2.65 1.65 -3.28
H -2.04 2.61 -1.92
H -4.76 0.51 -3.24
H -7.03 0.40 -2.32
H -7.54 1.49 -0.14
H -5.76 2.67 1.07
H -3.57 3.45 1.27
H -2.63 3.69 -0.21
H -1.78 3.69 2.87
H -0.22 3.68 1.99
H -0.46 2.60 3.39
H -3.25 1.49 3.42
H -2.63 -0.16 3.09
H -4.03 0.48 2.17
S 1.06 -1.71 -2.00
C 1.17 -3.41 -1.59
N 2.24 -3.83 -0.94
C 2.46 -5.24 -0.58
C 1.74 -6.13 -1.58
C 0.29 -5.70 -1.71
N 0.23 -4.25 -1.98
H 2.89 -3.12 -0.63
H 2.11 -5.40 0.44
H 3.54 -5.41 -0.60
H 1.78 -7.16 -1.24
H 2.23 -6.07 -2.55
H -0.28 -5.91 -0.80
H -0.20 -6.21 -2.54
H -0.50 -3.87 -2.56
F 1.85 -2.07 3.37
Te 3.07 -1.59 1.97
F 2.41 0.47 0.02
F 3.34 -3.43 1.95
F -0.27 -0.49 2.08
F 3.98 -1.83 0.27
O 1.44 -1.72 0.84
S -3.50 -3.02 1.64
C -2.02 -3.86 1.78
C -1.05 -3.22 1.07
N -1.46 -2.08 0.43
C -2.73 -1.87 0.66
H -1.93 -4.76 2.36
H -0.02 -3.52 1.02
H -3.30 -1.05 0.24
C 3.14 0.38 4.96
C 3.08 1.37 3.80
C 2.55 2.72 4.28
C 4.46 1.51 3.13
C 2.10 0.91 2.72
N 1.26 1.34 2.05
H 3.80 0.80 5.72
H 3.54 -0.60 4.69
H 2.15 0.22 5.41
H 3.24 3.11 5.02
H 1.57 2.63 4.74
H 2.49 3.43 3.45
H 5.16 0.76 3.50
H 4.88 2.49 3.36
H 4.43 1.43 2.04


| no. | total energy (a.u.) |
| --- | --- |
| 1 | -2737.3462 |
| 2 | -3946.3821 |